C46H62HfN2O3SSeSi | ωB97M-V/def2-TZVPD

## Properties
E = -143206.0846 eV
Molar mass = 1008.616 g mol⁻¹
HOMO level = -7.709 eV
ΔE to the lowest compared entry with this formula, charge and spin = 0.260 eV
Orbital gap = 7.979 eV
LUMO energy = 0.2694 eV

The geometry in XYZ format:
```
117
Properties=species:S:1:pos:R:3:forces:R:3:lowdin_charge:R:1
Hf 0.28248 0.17503 -0.06062 -0.7046 0.5765 -0.5095 1.519
Se 0.96611 -2.53283 0.12730 0.0328 -0.6085 0.3124 1.198
S -0.16393 4.87776 0.50458 -0.0206 0.4685 0.1439 1.027
Si 0.45741 0.36390 -3.44185 -0.3649 -0.3828 0.7985 0.267
O -0.10153 -0.18119 -1.96826 0.2998 0.1952 -1.1015 -0.489
O -0.02212 -0.21729 1.86977 0.2146 -0.6153 0.9335 -0.310
O 2.33966 0.07095 -0.08154 0.1174 -0.2375 -0.1450 -0.279
N -1.98481 1.44354 -0.24695 0.0576 -0.0363 0.0147 0.066
N -1.75450 -1.47706 0.11154 0.1584 0.2391 -0.1167 -0.065
C 0.80332 0.44710 5.77972 0.0567 0.0308 0.0477 -0.043
C 1.51351 4.57235 0.45986 0.0046 0.0116 0.0266 -0.409
C 2.05866 -0.47134 -3.83894 0.3941 -0.2220 -0.0735 -0.149
C 0.60340 2.41652 0.22540 0.2454 0.1803 -0.0214 -0.256
C -4.33160 1.76130 -0.59783 -0.0265 -0.0192 -0.0089 -0.054
C 5.47537 -5.56436 0.36672 -0.0454 -0.1008 0.0106 -0.069
C 7.04017 -3.93881 1.40013 0.0374 0.0052 0.0773 -0.048
C -3.28786 -2.95146 -0.96052 0.0173 -0.0237 -0.0880 -0.008
C 0.14360 -1.22351 4.04054 -0.0952 -0.0086 0.1678 -0.077
C 0.26370 -1.27641 2.64324 -0.0014 0.5037 -0.2871 -0.332
C 1.77230 3.24455 0.31465 -0.1188 -0.1866 -0.0217 -0.208
C -4.23627 3.05751 -0.11224 -0.0901 0.0620 0.0043 -0.056
C 0.71828 -2.45973 2.04515 0.1447 -0.1958 0.0040 -0.353
C -1.88183 2.72843 0.13648 0.4243 -0.0538 -0.0070 -0.283
C 2.83699 -2.24383 0.03300 0.0856 -0.0837 0.1082 -0.399
C 3.25033 -0.91575 -0.06378 -0.2305 0.3836 0.0899 -0.339
C 5.08322 -3.07854 0.09894 -0.0134 0.0376 -0.0114 -0.169
C -1.54033 -0.43289 5.71115 -0.0826 -0.0027 0.0469 -0.049
C 0.96829 -3.54658 4.17831 -0.0068 0.0363 -0.0166 -0.164
C 2.48922 -4.30080 6.01464 0.0611 0.0193 0.0302 -0.046
C 3.72032 -3.31262 0.10652 0.1024 0.0270 -0.0013 -0.057
C 5.49348 -1.74550 -0.00676 0.0834 0.0580 -0.1083 0.029
C 0.70873 2.19166 -3.40020 0.0592 0.4693 0.1105 -0.160
C -4.12481 -2.94575 0.15086 -0.1545 -0.1123 0.0189 -0.255
C 0.50744 -2.36402 4.75140 -0.0139 -0.0172 0.1051 0.013
C 5.17832 0.77378 -0.19252 -0.0680 -0.0911 0.0312 -0.524
C -2.54457 -1.47023 1.18412 -0.0432 -0.1238 -0.0484 -0.115
C -0.80032 -0.03266 -4.74142 -0.3180 -0.1284 -0.2385 -0.172
C 1.05821 -3.57519 2.79370 -0.0117 -0.0478 0.0509 -0.054
C -3.00156 3.54785 0.25133 -0.0837 0.1197 0.0157 -0.031
C 4.63819 -0.65485 -0.10209 0.1045 -0.1133 -0.0366 -0.078
C -5.41377 -3.72141 0.16161 0.0301 0.0268 -0.0133 -0.039
C -3.18470 0.99625 -0.63694 0.1575 0.0967 0.0646 -0.117
C -0.51015 3.20558 0.33846 -0.3818 -0.1717 -0.1549 -0.551
C 4.66290 1.46657 -1.46405 0.0894 0.0066 -0.0229 -0.039
C -0.33790 -0.00447 4.85651 0.0669 -0.0906 -0.1078 -0.524
C 4.75971 1.52776 1.07999 0.0061 0.0178 0.0439 -0.042
C -0.77766 1.22417 4.04712 -0.0412 0.0077 0.0075 -0.057
C -2.12074 -2.21252 -0.94222 -0.0799 -0.0225 0.0885 -0.166
C 6.12518 -4.19240 0.19567 -0.0556 0.0517 -0.0234 -0.560
C 1.36044 -4.72832 5.06735 -0.0239 0.0703 -0.0603 -0.558
C 6.97261 -4.21449 -1.08238 0.0546 0.0027 -0.0877 -0.047
C 6.70513 0.80822 -0.26478 0.1110 0.0287 0.0378 -0.073
C 1.84672 -5.91860 4.24163 0.0371 -0.0759 -0.0401 -0.068
C -3.72790 -2.18582 1.24167 0.0205 0.0474 0.0814 0.000
C 0.15270 -5.17410 5.90055 -0.0819 -0.0361 0.0355 -0.048
H -1.61764 1.01135 3.38396 0.0051 -0.0265 0.0247 0.075
H 2.73002 -5.66686 3.64870 -0.0245 0.0133 0.0348 0.081
H 3.58059 1.47512 -1.52763 -0.1460 0.0020 0.0687 0.054
H -0.20347 -4.37501 6.55419 0.0248 -0.0100 -0.0287 0.076
H -0.67905 -5.47403 5.25869 0.0386 0.0040 -0.0094 0.090
H 2.17198 -3.49333 6.67798 0.0050 -0.0240 -0.0283 0.077
H 0.96498 2.55587 -4.40036 -0.0073 0.0372 0.0643 0.038
H 7.50423 -3.27189 -1.22800 -0.0208 -0.0147 0.0251 0.078
H -2.35452 -0.79866 5.07904 0.0288 0.0275 0.0089 0.085
H 5.08402 2.57167 1.02794 0.0023 -0.0131 -0.0002 0.089
H 5.04656 0.95730 -2.35324 0.0022 0.0060 0.0527 0.091
H 7.08938 0.25187 -1.12394 -0.0317 0.0491 0.0140 0.088
H -0.94721 -1.11436 -4.82524 -0.0249 0.0685 -0.0136 0.029
H -5.26914 1.34214 -0.93546 0.0021 0.0263 0.0124 0.104
H -2.88781 4.56423 0.60488 -0.0054 -0.0197 -0.0139 0.095
H 2.65056 -0.62588 -2.93080 -0.0087 0.0252 -0.0479 0.019
H -2.21221 -0.86022 2.01458 -0.0215 0.0016 -0.0238 0.106
H 0.47610 1.29573 6.38665 0.0096 -0.0247 -0.0057 0.085
H 2.11899 -6.74037 4.90758 -0.0082 0.0217 -0.0024 0.085
H 7.59547 -3.00456 1.29638 -0.0262 -0.0250 -0.0057 0.077
H 0.01994 1.64261 3.43702 0.0414 -0.0367 0.0184 0.081
H 3.68230 1.50604 1.23680 0.1386 -0.0983 -0.0010 0.058
H -5.11530 3.68509 -0.03753 0.0028 -0.0031 -0.0004 0.111
H 4.84785 -5.82976 -0.48767 0.0286 0.0381 0.0042 0.087
H -3.22527 -0.01492 -1.01048 0.0130 -0.0217 -0.0076 0.095
H -5.78968 -3.85481 1.17512 0.0234 0.0153 -0.0087 0.079
H 6.34878 -4.38145 -1.96333 -0.0110 -0.0108 0.0354 0.090
H 5.23367 1.06979 1.95184 0.0148 0.0143 -0.0175 0.092
H 1.89853 -1.44727 -4.30637 0.0448 0.0271 0.0380 0.034
H 2.80108 -5.14309 6.63845 -0.0173 0.0217 -0.0141 0.084
H 6.25162 -6.32749 0.45396 -0.0048 0.0126 -0.0037 0.085
H 6.46050 -3.88127 2.32437 -0.0002 -0.0153 -0.0245 0.090
H -6.17853 -3.19295 -0.41178 0.0158 0.0033 0.0024 0.089
H -1.29088 -1.22360 6.42145 0.0076 0.0319 -0.0357 0.075
H -4.33268 -2.14448 2.13903 0.0058 -0.0097 -0.0137 0.117
H 3.35795 -3.94919 5.45329 -0.0264 -0.0209 -0.0027 0.091
H 1.40566 -4.46030 2.27811 -0.0008 0.0168 -0.0135 0.092
H -3.54160 -3.52913 -1.84096 0.0050 0.0040 0.0152 0.120
H 7.76708 -4.74955 1.50062 -0.0131 0.0259 -0.0110 0.084
H 0.43140 -2.32325 5.83332 0.0068 -0.0108 -0.0610 0.102
H 7.16887 0.41006 0.64101 -0.0159 -0.0014 -0.0185 0.085
H -1.91144 0.42334 6.28060 0.0052 -0.0324 0.0016 0.085
H -1.10020 1.98795 4.76113 0.0001 -0.0055 -0.0356 0.086
H 4.85840 -5.61492 1.26762 0.0347 0.0339 -0.0035 0.080
H 1.07389 -6.28573 3.56153 0.0048 0.0253 0.0346 0.087
H 0.42138 -6.02564 6.53153 -0.0005 0.0214 -0.0101 0.084
H 5.02299 2.49985 -1.48916 -0.0396 -0.0292 -0.0083 0.088
H 6.55796 -1.54922 -0.02818 -0.0475 -0.0394 0.0208 0.093
H 2.77799 2.86059 0.26301 -0.0497 0.0456 -0.0798 0.056
H -1.45404 -2.17674 -1.79513 0.0106 0.0194 0.0104 0.098
H 2.22143 5.38303 0.54523 -0.0395 -0.0061 -0.0020 0.064
H -1.76445 0.42489 -4.49755 0.0406 -0.0361 -0.0420 0.030
H -5.28844 -4.70454 -0.29276 0.0286 0.0247 0.0012 0.084
H 1.67076 0.76314 5.19551 -0.0367 -0.0172 0.0007 0.094
H 1.51523 2.47530 -2.71616 -0.0303 0.0015 -0.0448 0.024
H 7.71667 -5.01430 -1.03320 -0.0139 0.0174 0.0094 0.084
H 3.32335 -4.31614 0.17976 -0.0209 0.0177 0.0017 0.094
H -0.48920 0.34043 -5.72274 -0.0241 -0.0358 0.0639 0.034
H 7.02777 1.84712 -0.36768 0.0025 -0.0340 0.0010 0.087
H 1.12506 -0.34697 6.45722 -0.0234 0.0292 -0.0353 0.076
H 2.65530 0.13967 -4.52358 -0.0114 -0.0764 0.0010 0.038
H -0.19504 2.71015 -3.06397 0.0421 -0.0035 -0.0474 0.036
```
Forces are in eV/Å.